C3H7NO | ωB97M-V/def2-TZVPD

Computed properties:
**Maximum force**: 0.038 Eh/bohr
**SMILES**: CCNC=O
**Relative energy (zero: lowest compared OMol25 entry of this formula, charge and spin)**: 60.7 kcal per mole
**Charge**: 0
**Highest occupied orbital energy**: -9.75 eV
**2S+1**: 1
**Electronic energy**: -248.429708 Eh
**E_LUMO**: 0.90 eV
**Gap between HOMO and LUMO**: 10.65 eV

Cartesian coordinates (Å):
1 C -0.6020 -1.0081 0.0260
2 C 0.3927 0.0527 0.8960
3 N 0.9802 1.1164 0.0840
4 C -0.0802 1.0558 -0.8849
5 O -1.1544 1.5776 -0.7623
6 H -1.2080 -1.3536 0.8472
7 H 0.0303 -1.7915 -0.3970
8 H -1.3675 -0.8241 -0.7730
9 H 1.1584 -0.5727 1.3777
10 H -0.2353 0.5449 1.6415
11 H 1.8563 0.7969 -0.3373
12 H 0.2296 0.4058 -1.7181